<A>
ORCA calculation (the ωB97M-V functional and the def2-TZVPD basis) on a structure of composition H20NO13.

Geometry as ORCA input:
```
! wB97M-V def2-TZVPD RIJCOSX def2/J DEFGRID3
* xyz -1 1
N -0.24 0.09 -0.33
O -1.02 0.94 0.19
O 0.93 0.37 -0.44
O -0.72 -0.94 -0.70
O -1.79 -2.64 0.61
H -1.64 -3.58 0.52
H -0.91 -2.27 0.71
O -0.30 2.90 -0.29
H -0.78 2.07 -0.20
H -0.68 3.47 0.38
O -1.84 -0.21 1.67
H -2.25 0.64 1.82
H -1.29 -0.08 0.90
O 2.25 -0.16 -2.00
H 1.57 -0.12 -1.33
H 3.07 -0.19 -1.52
O -0.86 -1.31 -2.71
H -0.47 -1.24 -1.84
H -1.54 -1.98 -2.61
O 2.98 1.02 0.30
H 2.53 0.24 -0.03
H 2.31 1.48 0.81
O -3.18 -0.90 -0.07
H -2.27 -1.17 0.04
H -3.17 0.04 0.12
O 0.45 -2.42 0.87
H 0.45 -1.76 0.17
H 0.96 -2.03 1.57
O 1.74 2.67 -0.39
H 0.80 2.52 -0.35
H 2.08 1.91 -0.87
O 1.32 0.78 1.72
H 0.90 0.96 0.88
H 0.63 0.90 2.37
*
```

Values from the calculation:
highest occupied orbital energy	-0.19800	Eh
frontier orbital gap	7.49	eV



<B>
ORCA calculation (the ωB97M-V functional and the def2-TZVPD basis) on a cluster of 11 separate species, H20NO13 in total.

Geometry as ORCA input:
```
! wB97M-V def2-TZVPD RIJCOSX def2/J DEFGRID3
* xyz -1 1
N -5.86 -15.43 9.98
O -6.82 -16.23 9.81
O -6.05 -14.24 9.82
O -4.72 -15.89 10.16
O -3.76 -13.05 11.67
H -2.90 -13.04 11.22
H -4.14 -13.89 11.41
O -2.15 -16.43 10.96
H -3.11 -16.32 10.84
H -2.12 -16.06 11.81
O -5.67 -18.59 8.90
H -6.05 -17.84 9.32
H -4.75 -18.49 8.67
O -7.63 -12.13 9.44
H -7.02 -12.89 9.45
H -7.39 -11.57 10.18
O -9.04 -14.58 9.74
H -8.63 -13.77 9.45
H -8.37 -15.27 9.81
O -8.63 -14.03 12.28
H -7.79 -14.41 12.58
H -8.63 -14.23 11.35
O -2.98 -18.01 8.69
H -2.15 -18.27 8.25
H -2.77 -17.60 9.51
O -7.24 -16.85 6.93
H -7.09 -17.29 7.78
H -6.64 -16.14 6.96
O -5.97 -14.40 7.03
H -6.68 -13.85 6.66
H -6.04 -14.21 7.96
O -3.29 -14.36 8.22
H -3.97 -14.07 7.60
H -3.70 -15.09 8.73
*
```

Values from the calculation:
highest occupied orbital energy	-0.26878	Eh
frontier orbital gap	10.09	eV



Short version: <B> is the most stable of them.



<A>
ORCA calculation (the ωB97M-V functional and the def2-TZVPD basis) on a cluster of 11 separate species, C6H33NO11 in total.

Geometry as ORCA input:
```
! wB97M-V def2-TZVPD RIJCOSX def2/J DEFGRID3
* xyz 0 1
C -1.03 -2.71 -2.87
C 0.10 -2.22 -1.93
C -0.27 -0.88 -1.28
C 0.22 0.37 -2.08
N 0.43 -0.73 0.01
C -0.12 -0.29 1.15
C 0.77 0.32 2.19
O -1.35 -0.09 1.23
H -0.78 -2.89 -3.91
H -1.79 -1.93 -2.81
H -1.47 -3.59 -2.38
H 0.55 -2.85 -1.17
H 1.01 -2.13 -2.52
H -1.34 -0.78 -1.11
H -0.64 0.81 -2.58
H 0.96 0.18 -2.85
H 0.67 1.11 -1.43
H 1.42 -0.95 0.04
H 0.13 0.55 3.03
H 1.69 -0.20 2.43
H 1.03 1.31 1.85
O 1.22 3.38 -0.25
H 0.96 4.23 -0.63
H 0.37 3.02 0.09
O -3.42 1.64 -1.51
H -4.06 2.07 -2.09
H -4.03 1.41 -0.78
O -4.21 0.03 0.44
H -4.18 -0.05 1.40
H -3.47 -0.44 0.04
O -1.37 2.64 0.06
H -1.43 1.81 0.56
H -2.10 2.64 -0.57
O 2.97 -1.32 -2.04
H 3.92 -1.46 -2.19
H 2.72 -0.65 -2.69
O -3.16 0.23 3.25
H -3.12 1.17 3.09
H -2.59 -0.18 2.58
O 3.61 1.81 -0.91
H 3.45 2.09 -1.82
H 2.72 1.85 -0.54
O 3.60 -2.80 0.32
H 2.70 -3.14 0.40
H 3.86 -2.80 -0.60
O -0.06 -3.30 1.33
H -0.75 -3.49 0.69
H 0.25 -4.10 1.74
O 1.99 2.60 3.08
H 1.70 3.49 2.84
H 2.66 2.45 2.40
*
```

Values from the calculation:
SMILES	CC[C@H](C)NC(C)=O.O.O.O.O.O.O.O.O.O.O
highest occupied orbital energy	-0.35389	Eh
frontier orbital gap	9.83	eV



<B>
ORCA calculation (the ωB97M-V functional and the def2-TZVPD basis) on a cluster of 12 separate species, C6H33NO11 in total.

Geometry as ORCA input:
```
! wB97M-V def2-TZVPD RIJCOSX def2/J DEFGRID3
* xyz 0 1
C -2.92 -0.52 3.35
C -2.23 -0.45 2.02
C -2.78 0.19 0.99
N -4.05 0.74 0.85
C -2.08 0.49 -0.31
C -1.51 -0.37 -1.13
C -1.14 0.03 -2.54
H -3.63 -1.36 3.48
H -3.52 0.35 3.58
H -2.23 -0.62 4.19
H -1.34 -1.01 1.85
H -4.36 0.88 -0.09
H -4.81 0.82 1.51
H -2.00 1.56 -0.53
H -1.47 -1.43 -0.99
H -1.01 1.11 -2.62
H -1.93 -0.25 -3.24
H -0.19 -0.37 -2.89
O -1.06 3.24 -0.92
H -0.21 3.09 -0.48
H -1.54 3.49 -0.11
O 2.90 0.29 -0.22
H 2.68 0.35 -1.16
H 3.62 0.92 -0.11
O 4.56 -1.44 -2.63
H 4.05 -1.38 -1.81
H 4.62 -0.50 -2.88
O 2.54 -2.59 -1.20
H 2.27 -3.45 -0.82
H 2.32 -2.05 -0.42
O -1.14 -4.00 -1.58
H -0.61 -4.08 -2.39
H -1.07 -3.06 -1.42
O 3.90 3.04 0.75
H 4.03 3.07 -0.21
H 4.04 2.14 1.03
O 0.62 -3.88 0.48
H -0.14 -4.07 -0.07
H 0.69 -4.56 1.15
O 1.39 3.07 1.66
H 2.27 3.48 1.71
H 1.47 2.14 1.88
O -1.23 3.29 2.01
H -0.36 3.72 1.91
H -1.00 2.40 1.73
O -2.47 -3.94 1.25
H -2.42 -3.61 2.15
H -2.94 -3.24 0.78
O 3.96 2.74 -2.12
H 3.06 2.60 -2.46
H 4.37 2.98 -2.96
*
```

Values from the calculation:
SMILES	C/C=C(N)/C=C/C.O.O.O.O.O.O.O.O.O.O.O
highest occupied orbital energy	-0.29154	Eh
frontier orbital gap	7.62	eV



Short version: <A> is the most stable of them.



<A>
ORCA calculation (the ωB97M-V functional and the def2-TZVPD basis) on an isolated molecule of H4N2.

Geometry as ORCA input:
```
! wB97M-V def2-TZVPD RIJCOSX def2/J DEFGRID3
* xyz 0 1
N -0.51 0.55 0.03
N 0.45 -0.56 -0.30
H -0.34 0.50 1.08
H -0.04 1.52 -0.18
H 0.02 -0.93 -1.15
H 0.42 -1.09 0.52
*
```

Values from the calculation:
SMILES	NN
highest occupied orbital energy	-0.32289	Eh
frontier orbital gap	10.05	eV



<B>
ORCA calculation (the ωB97M-V functional and the def2-TZVPD basis) on an isolated molecule of H4N2.

Geometry as ORCA input:
```
! wB97M-V def2-TZVPD RIJCOSX def2/J DEFGRID3
* xyz 0 1
N 0.30 -0.64 -0.27
N -0.25 0.81 0.02
H -0.24 -1.35 0.49
H -0.12 -0.94 -1.21
H 0.55 1.48 -0.15
H -0.25 0.64 1.11
*
```

Values from the calculation:
SMILES	NN
highest occupied orbital energy	-0.32950	Eh
frontier orbital gap	10.13	eV



Short version: <A> is the most stable of them.



<A>
ORCA calculation (the ωB97M-V functional and the def2-TZVPD basis) on the ion C4H11N2S with charge -1.

Geometry as ORCA input:
```
! wB97M-V def2-TZVPD RIJCOSX def2/J DEFGRID3
* xyz -1 1
C 0.59 1.05 -1.78
C 0.51 0.70 -0.28
C 1.57 -0.42 -0.37
S 3.21 0.19 -0.77
N -0.79 0.30 0.13
C -1.11 -0.91 1.06
N -2.12 -0.64 2.14
H -0.05 1.93 -2.05
H 1.63 1.13 -2.14
H 0.18 0.30 -2.62
H 0.79 1.49 0.37
H 1.25 -1.22 -1.01
H 1.55 -0.81 0.54
H -1.60 0.48 -0.44
H -0.19 -1.11 1.47
H -1.69 -1.67 0.40
H -1.77 -1.09 3.01
H -1.96 0.32 2.35
*
```

Values from the calculation:
SMILES	C[C@H](C[S-])NCN
highest occupied orbital energy	-0.08485	Eh
frontier orbital gap	6.07	eV



<B>
ORCA calculation (the ωB97M-V functional and the def2-TZVPD basis) on the ion C4H11N2S with charge -1.

Geometry as ORCA input:
```
! wB97M-V def2-TZVPD RIJCOSX def2/J DEFGRID3
* xyz -1 1
C -0.55 0.93 -1.51
C -0.58 -0.36 -0.52
C -0.64 0.18 0.88
S -2.16 1.02 1.26
N 0.68 -1.15 -0.84
C 1.77 -0.45 -0.16
N 3.12 -1.11 -0.44
H -0.93 0.76 -2.58
H -0.72 1.87 -1.02
H 0.47 1.07 -1.66
H -1.44 -1.12 -0.77
H 0.23 0.90 1.00
H -0.27 -0.70 1.49
H 0.44 -2.06 -0.38
H 1.73 -0.51 1.07
H 1.91 0.50 -0.48
H 3.61 -0.95 0.41
H 2.94 -2.07 -0.36
*
```

Values from the calculation:
SMILES	C[C@H](C[S-])NCN
highest occupied orbital energy	-0.08992	Eh
frontier orbital gap	6.16	eV



<C>
ORCA calculation (the ωB97M-V functional and the def2-TZVPD basis) on the ion C4H11N2S with charge -1.

Geometry as ORCA input:
```
! wB97M-V def2-TZVPD RIJCOSX def2/J DEFGRID3
* xyz -1 1
C 2.23 0.34 -0.88
N 1.11 0.88 -0.10
C -0.06 -0.02 -0.02
C -1.33 0.81 -0.20
N -2.53 0.01 -0.53
C -0.06 -0.84 1.27
S -1.07 -2.38 1.24
H 1.86 0.14 -1.88
H 3.06 1.03 -0.97
H 2.58 -0.59 -0.46
H 1.47 1.09 0.81
H 0.06 -0.70 -0.87
H -1.20 1.48 -1.04
H -1.53 1.31 0.74
H -2.81 -0.48 0.32
H -2.26 -0.79 -1.06
H -0.50 -0.25 2.08
H 0.98 -1.05 1.55
*
```

Values from the calculation:
SMILES	CN[C@H](CN)C[S-]
highest occupied orbital energy	-0.09321	Eh
frontier orbital gap	6.29	eV



Short version: <C> is the most stable of them.